Record 1
This record from OMol25 describes a 2-piece molecular cluster, C2H2O3S overall in a non-equilibrium geometry. The level of theory is ωB97M-V/def2-TZVPD.

* 2S+1: 3
* charge: 0
* gap between HOMO and LUMO (alpha / beta): 5.37 / 8.32 eV
* total energy: -701.09829 Ha
* relative energy (zero: lowest compared OMol25 entry of this formula, charge and spin): 1.630 eV

Last column: Mulliken spin population.
CARTESIAN COORDINATES (ANGSTROEM)
C: 2.22 -0.38 -0.40  0.513
C: -0.94 0.20 0.35  0.202
O: 2.90 -0.35 0.55  0.167
O: -3.29 0.72 0.37  0.452
O: 0.28 -0.15 -0.16  0.143
S: -2.26 0.38 -0.63  0.457
H: 2.00 -0.79 -1.47  0.053
H: -0.91 0.37 1.40  0.013

Record 2
This record from OMol25 describes C23H41NO2P2Pd as an isolated structure in a non-equilibrium geometry. The level of theory is ωB97M-V/def2-TZVPD.

* 2S+1: 5
* charge: +2
* gap between HOMO and LUMO (alpha / beta): 6.52 / 4.57 eV
* total energy: -1915.94381 Ha
* relative energy (zero: lowest compared OMol25 entry of this formula, charge and spin): 1.146 eV

Last column: Mulliken spin population.
CARTESIAN COORDINATES (ANGSTROEM)
Pd: 2.21 -0.83 -1.69  0.568
C: -0.59 -0.83 0.21  0.342
C: -0.31 -1.96 -0.60  0.278
C: 1.71 -1.18 0.34  0.099
C: 0.60 -0.33 0.76  0.220
C: 1.07 -2.27 -0.45  0.252
C: -1.97 -0.38 0.55  -0.012
H: -2.69 -0.61 -0.25  0.005
H: -1.99 0.70 0.72  0.004
H: -2.31 -0.88 1.47  0.019
C: 0.71 0.79 1.72  0.008
H: -0.26 1.30 1.86  -0.001
H: 1.42 1.54 1.35  0.023
H: 1.08 0.43 2.70  0.017
C: 3.03 -1.24 1.04  0.018
H: 2.99 -2.00 1.83  0.011
H: 3.31 -0.27 1.46  0.011
H: 3.78 -1.53 0.30  -0.002
C: 1.77 -3.57 -0.67  0.026
H: 2.03 -4.05 0.29  0.013
H: 2.69 -3.40 -1.27  0.013
H: 1.10 -4.23 -1.23  0.000
C: -1.25 -2.88 -1.27  0.002
H: -1.20 -3.87 -0.78  0.012
H: -1.04 -3.05 -2.34  0.019
H: -2.28 -2.51 -1.20  -0.001
C: -2.12 2.79 -1.54  0.020
C: -3.31 2.23 -1.81  -0.020
C: -3.70 1.32 -2.94  0.079
C: -3.02 1.57 -4.32  0.014
C: -1.77 0.62 -4.52  -0.039
C: -1.22 0.35 -3.21  0.549
C: -0.44 1.31 -2.40  -0.019
C: -0.89 2.78 -2.36  0.042
H: -4.82 1.37 -3.05  0.007
H: -2.73 2.62 -4.35  0.008
H: -3.54 0.27 -2.63  -0.015
H: -0.95 3.27 -3.34  0.005
H: -2.00 3.32 -0.59  0.001
H: -4.13 2.47 -1.11  -0.001
H: -0.09 3.30 -1.80  -0.009
H: -0.45 0.91 -1.36  -0.021
H: -1.02 -0.68 -2.95  0.249
H: 0.63 1.26 -2.66  0.083
H: -3.76 1.43 -5.13  -0.007
H: -2.07 -0.30 -5.09  0.006
P: -0.09 1.05 -5.32  0.047
C: -0.20 2.83 -5.65  0.011
C: -0.26 0.35 -7.03  0.014
P: 2.17 -0.81 -3.75  0.016
C: 1.62 0.65 -4.77  0.038
C: 1.20 -2.24 -4.36  0.000
C: 3.93 -0.80 -4.28  -0.005
H: 0.42 3.43 -4.99  -0.002
H: -1.23 3.19 -5.56  0.002
H: 0.12 3.10 -6.66  0.001
H: 0.27 0.94 -7.79  0.002
H: -1.33 0.31 -7.29  -0.002
H: 0.15 -0.68 -7.09  0.001
H: 4.02 -0.45 -5.31  0.001
H: 4.31 -1.83 -4.17  0.000
H: 4.43 -0.11 -3.58  0.001
H: 2.07 1.58 -4.36  0.008
H: 2.14 0.49 -5.74  -0.001
H: 1.63 -3.17 -3.93  0.001
H: 1.24 -2.26 -5.46  0.003
H: 0.16 -2.17 -3.98  0.009
O: 3.50 1.03 -1.11  0.373
N: 2.59 1.91 -1.27  0.284
O: 2.34 2.72 -0.38  0.320

Record 3
This record from OMol25 describes C10H14N3O5Ru as an isolated structure in a non-equilibrium geometry. The level of theory is ωB97M-V/def2-TZVPD.

* 2S+1: 6
* charge: +2
* gap between HOMO and LUMO (alpha / beta): 6.73 / 4.91 eV
* total energy: -1023.94754 Ha
* relative energy (zero: lowest compared OMol25 entry of this formula, charge and spin): 0.000 eV

Last column: Mulliken spin population.
CARTESIAN COORDINATES (ANGSTROEM)
O: -0.30 -3.36 -1.37  0.211
C: 0.48 -2.80 -0.75  0.508
Ru: 1.44 0.27 -0.12  2.761
O: -1.52 -0.16 0.60  0.052
C: -0.40 0.05 0.34  -0.080
C: 1.57 2.21 0.02  -0.040
O: 1.72 3.36 0.11  0.104
C: 1.22 0.09 -2.00  -0.061
O: 1.04 -0.02 -3.16  0.165
C: 2.13 -0.36 1.59  -0.038
O: 2.53 -0.76 2.61  0.161
H: 1.58 -2.80 -0.04  0.249
C: -1.74 2.93 3.25  0.007
N: -2.79 2.77 2.24  -0.040
C: -4.03 3.43 2.59  -0.006
C: -2.44 2.67 0.91  -0.127
N: -1.25 2.90 0.42  0.569
N: -3.44 2.29 0.05  0.526
C: -4.61 1.56 0.50  0.003
C: -3.13 2.22 -1.36  -0.017
H: -2.21 2.77 4.23  -0.001
H: -1.27 3.90 3.23  -0.004
H: -0.97 2.14 3.09  0.004
H: -4.49 3.91 1.73  0.001
H: -4.75 2.69 3.00  -0.001
H: -3.84 4.18 3.36  -0.003
H: -0.65 3.34 1.12  -0.021
H: -5.51 2.22 0.51  0.030
H: -4.80 0.73 -0.22  0.013
H: -4.46 1.14 1.50  0.010
H: -2.15 2.65 -1.48  0.010
H: -3.12 1.15 -1.68  0.028
H: -3.89 2.76 -1.93  0.026

> Number 1 is which compound?

C2H2O3S